# 1
{
  "formula": "C37H30BrCl2N5O4PbSe",
  "method": "ωB97M-V/def2-TZVPD",
  "species": ["Pb", "Cl", "C", "C", "C", "N", "C", "O", "C", "C", "C", "C", "C", "N", "C", "C", "C", "Cl", "N", "C", "O", "C", "C", "C", "C", "C", "N", "H", "H", "H", "H", "H", "H", "H", "H", "H", "H", "C", "C", "C", "C", "C", "C", "Se", "C", "C", "C", "H", "H", "H", "H", "H", "H", "H", "H", "H", "H", "H", "Br", "C", "C", "C", "C", "C", "C", "C", "O", "O", "H", "H", "H", "H", "C", "C", "C", "N", "H", "H", "H", "H", "H"],
  "positions_angstrom": [[0.2529, 0.9615, 0.4329], [-3.6267, 2.3890, -5.1213], [-2.4735, 2.6584, -3.8566], [-2.6635, 2.1968, -2.5604], [-1.6728, 2.3447, -1.6177], [-1.7929, 1.8530, -0.3300], [-2.9499, 1.8702, 0.3439], [-4.0936, 2.2950, 0.0550], [-2.7826, 1.2942, 1.7328], [-3.8640, 1.2659, 2.5913], [-3.6981, 0.7006, 3.8419], [-2.4681, 0.2061, 4.2284], [-1.4132, 0.3422, 3.3468], [-1.5867, 0.8981, 2.1533], [-0.4436, 2.9410, -1.9614], [-0.2594, 3.4908, -3.2448], [-1.2782, 3.2816, -4.1995], [-1.1190, 3.8863, -5.8198], [0.5306, 2.9819, -0.9349], [1.4214, 3.9480, -0.7933], [1.7671, 4.8452, -1.5745], [2.2394, 3.8775, 0.4600], [3.4002, 4.5964, 0.5604], [4.2045, 4.4455, 1.6805], [3.8212, 3.5748, 2.6869], [2.5714, 2.9559, 2.5770], [1.8173, 3.1061, 1.5000], [-3.5747, 1.7051, -2.2793], [-4.8104, 1.6065, 2.2388], [-4.5506, 0.6434, 4.5564], [-2.3934, -0.3691, 5.1302], [-0.4077, -0.0053, 3.5574], [0.6625, 3.8789, -3.5350], [3.6872, 5.2271, -0.2619], [5.1239, 4.9604, 1.7026], [4.4156, 3.3996, 3.5871], [2.2431, 2.3083, 3.3989], [-6.2482, -4.1950, -0.3447], [-4.9152, -3.5557, -0.4746], [-3.9291, -3.8279, 0.4508], [-2.6383, -3.3380, 0.3072], [-1.5783, -3.7288, 1.3101], [-2.3461, -2.4700, -0.7570], [-0.5742, -1.6811, -0.9196], [-3.3357, -2.2703, -1.7346], [-2.9978, -1.4426, -2.9551], [-4.6170, -2.7805, -1.5762], [-6.8188, -3.8020, 0.5298], [-6.1621, -5.2940, -0.1725], [-6.8180, -4.0091, -1.2705], [-4.2033, -4.3899, 1.3538], [-1.9715, -4.4686, 2.0160], [-1.2062, -2.8504, 1.8513], [-0.7167, -4.1108, 0.7311], [-2.7969, -0.3900, -2.6867], [-3.8285, -1.4730, -3.6881], [-2.1461, -1.8007, -3.5428], [-5.4091, -2.6313, -2.3251], [4.5824, -3.1219, 3.3561], [4.9028, -1.7611, 2.1050], [5.7969, -1.9927, 1.0685], [6.0593, -1.0454, 0.0961], [5.3423, 0.1310, 0.1385], [4.4352, 0.3486, 1.1725], [4.2229, -0.5346, 2.2135], [3.2808, -0.1777, 3.3665], [3.8603, 0.0372, 4.4669], [2.0840, -0.0506, 3.0423], [6.3366, -2.9277, 1.0437], [6.7690, -1.2919, -0.6968], [5.4480, 0.8689, -0.6157], [3.9307, 1.2834, 1.2548], [2.9654, -2.6222, -1.7891], [2.3074, -2.0395, -3.0433], [2.5214, -0.5984, -3.1312], [2.7506, 0.5392, -3.0629], [3.0077, -3.6908, -1.9293], [2.4630, -2.4194, -0.8826], [3.9945, -2.2275, -1.6831], [1.2350, -2.2265, -2.9454], [2.7245, -2.5324, -3.9204]],
  "relative_energy_kj_mol": 0.00,
  "max_force_ha_per_bohr": 0.054,
  "gap_ha": 0.2353,
  "energy_ev": -220182.8834,
  "total_charge": -2,
  "e_lumo_ha": 0.15196
}

=====

# 2
{
  "formula": "C4H6O2",
  "method": "ωB97M-V/def2-TZVPD",
  "species": ["O", "C", "C", "C", "C", "O", "H", "H", "H", "H", "H", "H"],
  "positions_angstrom": [[2.1021, 0.8155, 0.6904], [1.1863, 0.5963, -0.0521], [0.7562, -0.7425, -0.6543], [-0.5541, -0.7114, 0.3516], [-1.0262, 0.7544, 0.1018], [0.1543, 1.4827, -0.2871], [0.7013, -0.6369, -1.7663], [1.6084, -1.4358, -0.5105], [-1.5004, -1.2928, 0.4597], [-0.0799, -0.8118, 1.3408], [-1.4573, 1.2880, 0.9632], [-1.7824, 0.7539, -0.6945]],
  "relative_energy_kj_mol": 138.20,
  "max_force_ha_per_bohr": 0.032,
  "gap_ha": 0.4165,
  "energy_ev": -8339.0288,
  "total_charge": 0,
  "smiles": "O=C1CCCO1",
  "e_lumo_ha": 0.03309
}

=====

# 3
{
  "formula": "C2H6NOPS",
  "method": "ωB97M-V/def2-TZVPD",
  "species": ["C", "C", "N", "O", "P", "S", "H", "H", "H", "H", "H", "H"],
  "positions_angstrom": [[2.5715, -0.9087, 0.3734], [-1.7248, 1.4673, -0.2598], [2.0861, 0.1175, -0.2911], [0.6968, 0.2972, -0.1834], [-0.8682, 0.1503, 0.7290], [-1.7375, -1.5625, -0.2101], [3.6338, -1.0248, 0.1438], [1.9151, -1.5707, 0.9207], [-1.5896, 1.4476, -1.4306], [-2.8407, 1.4799, -0.2777], [-1.1621, 2.4688, -0.0384], [-0.9805, -2.3619, 0.5242]],
  "relative_energy_kj_mol": 199.35,
  "max_force_ha_per_bohr": 0.069,
  "gap_ha": 0.3518,
  "energy_ev": -25830.0216,
  "total_charge": 0,
  "smiles": "C=NOP(C)S",
  "e_lumo_ha": 0.02345
}

=====

# 4
{
  "formula": "ClH3NPS",
  "method": "ωB97M-V/def2-TZVPD",
  "species": ["N", "P", "S", "Cl", "H", "H", "H"],
  "positions_angstrom": [[0.8068, 0.0731, -0.4608], [1.7674, 0.1667, 0.7532], [-2.9573, -0.9682, 0.0868], [-4.3012, 0.5468, 0.0607], [1.1816, 0.3854, -1.3499], [0.8497, -0.3680, 1.7029], [-1.8909, -0.2881, -0.3649]],
  "relative_energy_kj_mol": 237.64,
  "max_force_ha_per_bohr": 0.019,
  "gap_ha": 0.3171,
  "energy_ev": -34183.6232,
  "total_charge": 0,
  "smiles": "[H]/N=P/[H].SCl",
  "e_lumo_ha": -0.02083
}

=====

# 5
{
  "formula": "C24H31F13NO9",
  "method": "ωB97M-V/def2-TZVPD",
  "species": ["C", "C", "O", "C", "N", "C", "C", "C", "C", "C", "F", "H", "H", "H", "H", "H", "H", "H", "H", "H", "H", "H", "C", "C", "O", "C", "O", "C", "F", "F", "F", "H", "H", "H", "H", "H", "C", "C", "O", "C", "O", "C", "F", "F", "F", "H", "H", "H", "H", "H", "C", "C", "O", "C", "O", "C", "F", "F", "F", "H", "H", "H", "H", "H", "C", "C", "O", "C", "O", "C", "F", "F", "F", "H", "H", "H", "H", "H"],
  "positions_angstrom": [[6.1022, -0.0344, 0.2897], [6.4076, 1.4995, -0.1510], [5.8677, 2.3847, 0.8698], [4.7788, 3.1839, 0.3837], [3.5791, 2.2645, 0.2215], [3.0970, 1.5921, 1.4183], [1.9143, 0.6092, 1.3299], [1.2715, 0.3763, -0.0716], [1.7905, 1.1487, -1.3159], [3.0010, 2.1141, -1.0784], [3.4587, 2.8098, -2.2342], [4.9820, -0.1653, 0.4728], [6.6498, -0.2522, 1.2672], [6.3909, -0.7690, -0.5397], [6.0550, 1.7183, -1.2147], [7.5614, 1.5901, -0.1220], [5.0596, 3.7134, -0.5875], [4.5324, 3.9793, 1.1853], [3.6387, 1.8024, 2.4113], [1.5444, 0.0514, 2.2630], [0.4005, -0.3484, -0.1714], [1.3227, 0.9912, -2.3561], [-1.3358, -1.5553, -7.3589], [-2.1698, -1.1772, -6.1509], [-1.5947, -1.7134, -4.9460], [-0.5663, -1.0198, -4.4251], [-0.1123, -0.0104, -4.9028], [-0.0857, -1.6690, -3.1302], [0.0461, -3.0047, -3.2353], [-0.9445, -1.4514, -2.1081], [1.1152, -1.2011, -2.7254], [-1.2013, -2.6391, -7.4075], [-1.8151, -1.2167, -8.2796], [-0.3380, -1.1130, -7.3059], [-3.1673, -1.6124, -6.2426], [-2.2978, -0.0939, -6.0702], [6.7095, 1.8349, 4.2895], [5.7556, 2.4252, 5.3097], [5.3232, 1.4233, 6.2412], [6.1848, 1.1385, 7.2434], [7.2592, 1.6610, 7.3812], [5.5843, 0.0967, 8.1844], [5.0202, -0.9354, 7.5202], [4.6169, 0.6255, 8.9628], [6.4951, -0.4386, 9.0152], [6.2552, 0.9722, 3.7935], [6.9752, 2.5777, 3.5341], [7.6276, 1.4812, 4.7641], [4.8580, 2.7922, 4.8047], [6.1998, 3.2762, 5.8337], [-3.2761, -1.3548, 0.5699], [-2.9341, -2.8112, 0.8158], [-3.8973, -3.4186, 1.6882], [-5.0531, -3.8088, 1.1084], [-5.3059, -3.6694, -0.0604], [-5.9654, -4.4792, 2.1330], [-6.0388, -3.7878, 3.2899], [-5.5325, -5.7166, 2.4531], [-7.2286, -4.6170, 1.6917], [-3.3769, -0.8191, 1.5178], [-2.5009, -0.8712, -0.0291], [-4.2294, -1.2548, 0.0458], [-1.9664, -2.8821, 1.3187], [-2.8513, -3.3709, -0.1205], [-8.5079, 0.2844, -0.8323], [-7.9394, -0.2289, -2.1405], [-7.3929, 0.8504, -2.9171], [-6.1582, 1.2615, -2.5674], [-5.5155, 0.7904, -1.6634], [-5.6815, 2.3739, -3.4986], [-6.6255, 3.3140, -3.7069], [-5.3416, 1.8961, -4.7157], [-4.5990, 3.0205, -3.0251], [-9.2380, 1.0768, -1.0166], [-8.9937, -0.5227, -0.2799], [-7.7256, 0.7130, -0.2014], [-8.7383, -0.6725, -2.7390], [-7.1890, -1.0081, -1.9778]],
  "relative_energy_kj_mol": 462.74,
  "max_force_ha_per_bohr": 0.087,
  "gap_ha": 0.3010,
  "energy_ev": -80625.8168,
  "total_charge": 1,
  "e_lumo_ha": -0.18366
}

=====

# 6
{
  "formula": "C2H10O2S2",
  "method": "ωB97M-V/def2-TZVPD",
  "species": ["C", "S", "S", "C", "H", "H", "H", "H", "H", "H", "H", "H", "O", "H", "H", "O"],
  "positions_angstrom": [[1.0151, 2.2892, 0.8899], [0.7435, 1.2994, -0.6260], [0.4043, -0.5389, 0.3142], [-0.2260, -1.4172, -1.1302], [0.3279, 1.9586, 1.6410], [0.7605, 3.2890, 0.5762], [2.0678, 2.2574, 1.1141], [-1.0620, -0.8561, -1.5505], [-0.5157, -2.3956, -0.7834], [0.5012, -1.4776, -1.9319], [2.5428, -0.6284, -2.9241], [3.3837, -1.8851, -2.9333], [3.0237, -1.2120, -3.5215], [-3.9508, -0.0505, 2.9411], [-4.8912, -0.5977, 4.0385], [-4.1249, -0.0345, 3.8859]],
  "relative_energy_kj_mol": 77.66,
  "max_force_ha_per_bohr": 0.030,
  "gap_ha": 0.3131,
  "energy_ev": -28001.3143,
  "total_charge": 0,
  "smiles": "CSSC.O.O",
  "e_lumo_ha": 0.01519
}

=====

Repeat the third record exactly.
{
  "formula": "C2H6NOPS",
  "method": "ωB97M-V/def2-TZVPD",
  "species": ["C", "C", "N", "O", "P", "S", "H", "H", "H", "H", "H", "H"],
  "positions_angstrom": [[2.5715, -0.9087, 0.3734], [-1.7248, 1.4673, -0.2598], [2.0861, 0.1175, -0.2911], [0.6968, 0.2972, -0.1834], [-0.8682, 0.1503, 0.7290], [-1.7375, -1.5625, -0.2101], [3.6338, -1.0248, 0.1438], [1.9151, -1.5707, 0.9207], [-1.5896, 1.4476, -1.4306], [-2.8407, 1.4799, -0.2777], [-1.1621, 2.4688, -0.0384], [-0.9805, -2.3619, 0.5242]],
  "relative_energy_kj_mol": 199.35,
  "max_force_ha_per_bohr": 0.069,
  "gap_ha": 0.3518,
  "energy_ev": -25830.0216,
  "total_charge": 0,
  "smiles": "C=NOP(C)S",
  "e_lumo_ha": 0.02345
}